{"formula": "C20H26HgN2O10", "method": "wB97M-V/def2-TZVPD", "species": ["Hg", "C", "C", "C", "O", "C", "C", "C", "O", "O", "O", "H", "H", "C", "C", "C", "O", "C", "C", "C", "O", "O", "O", "H", "H", "C", "C", "C", "O", "C", "N", "H", "H", "H", "H", "H", "H", "H", "H", "H", "H", "H", "C", "C", "C", "O", "C", "N", "H", "H", "H", "H", "H", "H", "H", "H", "H", "H", "H"], "coordinates": [[6.85, 21.26, 14.23], [7.68, 25.11, 19.69], [7.86, 24.37, 18.48], [9.39, 24.05, 18.04], [9.62, 23.48, 16.97], [10.43, 24.51, 18.91], [10.16, 25.24, 19.98], [8.72, 25.48, 20.44], [8.44, 25.96, 21.67], [11.19, 25.67, 20.68], [7.00, 23.77, 17.78], [6.66, 25.24, 20.01], [11.43, 24.21, 18.62], [7.46, 17.34, 8.81], [7.54, 18.37, 9.85], [8.52, 19.63, 9.61], [8.42, 20.62, 10.34], [9.55, 19.58, 8.61], [9.44, 18.60, 7.70], [8.33, 17.48, 7.76], [8.24, 16.62, 6.72], [10.36, 18.62, 6.77], [6.90, 18.42, 10.91], [6.70, 16.58, 8.89], [10.34, 20.30, 8.47], [8.42, 16.10, 16.72], [6.88, 16.28, 16.85], [6.21, 15.43, 17.94], [4.82, 15.67, 17.95], [4.04, 14.68, 18.73], [6.61, 17.68, 17.19], [8.81, 16.31, 17.72], [8.91, 16.79, 16.04], [8.69, 15.08, 16.44], [6.44, 16.05, 15.88], [6.59, 15.58, 18.95], [6.52, 14.40, 17.76], [4.35, 14.74, 19.77], [4.10, 13.65, 18.40], [2.99, 14.96, 18.68], [6.93, 17.79, 18.15], [5.65, 17.49, 17.43], [1.21, 20.58, 14.80], [1.61, 20.48, 13.33], [0.45, 20.30, 12.29], [-0.32, 21.45, 12.47], [-1.17, 21.83, 11.31], [2.50, 21.63, 13.03], [2.11, 20.54, 15.41], [0.44, 19.85, 15.07], [0.73, 21.53, 15.02], [2.26, 19.62, 13.16], [-0.08, 19.37, 12.50], [0.82, 20.27, 11.26], [-0.52, 22.05, 10.46], [-1.93, 22.58, 11.52], [-1.79, 20.96, 11.12], [1.98, 22.32, 13.56], [2.30, 22.06, 12.14]], "fmax_ev_per_a": 6.8, "e_tot_ha": -1792.73843, "homo_lumo_gap_ev": 1.14, "e_above_lowest_kcal_mol": 197.62, "total_charge": -2}